Entry 1:
# C12H16NOP

The molecule C12H16NOP (the ωB97M-V functional and the def2-TZVPD basis, the OMol25 dataset).

Last column: Mulliken charge in e.
Atoms and positions in Å:
C 0.55 4.31 0.08  -0.61
C 1.37 3.53 0.84  -0.33
C -0.12 3.84 -1.08  -0.81
C 1.64 2.19 0.59  -0.48
C -0.57 1.78 -2.40  -1.06
C -0.24 0.49 -2.66  -0.06
C 0.07 2.46 -1.30  1.50
C 0.94 1.73 -0.48  -0.40
C 0.73 -2.67 1.13  -1.65
C -0.43 -0.44 1.32  -1.20
C -1.21 -2.20 -0.24  -1.86
C 0.07 -1.61 0.35  1.76
N 0.67 -0.23 -2.02  -0.27
O 2.66 -0.97 -0.43  -0.68
P 1.30 -1.18 -0.90  0.24
H 0.13 5.09 0.70  0.31
H 1.94 4.05 1.64  0.32
H -0.70 4.43 -1.66  0.57
H 2.34 1.57 1.14  0.53
H -1.13 2.40 -3.05  0.42
H -0.84 -0.02 -3.40  0.43
H 0.01 -3.45 1.57  0.34
H 1.43 -3.28 0.58  0.45
H 1.41 -2.16 1.96  0.28
H -0.51 0.53 0.67  0.20
H 0.35 -0.22 2.07  0.36
H -1.24 -0.79 2.03  0.38
H -1.93 -2.41 0.54  0.48
H -1.40 -1.60 -1.11  0.34
H -1.00 -3.22 -0.52  0.49
H 1.43 -2.35 -1.66  0.00

Results
Energy relative to the best compared isomer or geometry (same formula, charge and spin), kcal per mole: 120.23
LUMO level (spin up / spin down), eV: -1.3 / -2.0
Orbital gap (spin up / spin down), eV: 6.865 / 6.101



Entry 2:
# C18H37Br3NO16S3

A structure of composition C18H37Br3NO16S3 (the ωB97M-V functional and the def2-TZVPD basis, the OMol25 dataset).

Last column: Mulliken charge in e.
Atoms and positions in Å:
N -16.46 10.44 9.48  -0.41
O -16.62 9.69 8.58  -0.23
O -17.33 11.02 10.04  -0.59
O -15.27 10.74 9.76  0.07
O -16.02 9.69 7.04  -0.23
C -16.58 9.31 6.06  -0.15
O -17.59 8.43 6.21  -0.58
C -18.12 8.02 4.98  0.01
C -17.08 8.53 3.94  -0.78
C -16.36 9.66 4.61  0.00
H -19.10 8.49 5.05  -0.12
H -18.07 6.93 5.03  0.46
H -17.45 8.77 2.95  0.45
H -16.29 7.81 3.73  0.29
H -16.96 10.55 4.44  0.13
H -15.38 9.97 4.25  0.58
O -10.49 10.52 11.02  -0.67
C -11.55 11.07 11.33  0.33
O -12.38 11.67 10.38  -0.44
C -13.69 12.03 10.85  0.50
C -13.67 11.58 12.28  0.70
C -12.14 11.38 12.74  -0.55
H -14.46 11.48 10.32  -0.07
H -13.90 13.10 10.89  0.23
H -14.14 10.60 12.24  -0.78
H -14.32 12.05 13.02  0.62
H -12.07 10.60 13.49  0.34
H -11.63 12.29 13.04  0.31
O -20.18 8.80 5.41  -0.83
S -19.41 9.86 6.08  1.03
O -18.35 10.56 5.39  -0.84
O -20.45 11.03 6.65  -0.40
C -21.76 10.56 7.06  -0.63
C -22.02 10.97 8.57  -0.85
C -18.80 9.23 7.77  0.85
H -21.79 9.48 6.99  0.37
H -22.38 10.95 6.25  0.41
H -21.75 12.02 8.61  0.22
H -21.46 10.37 9.29  0.08
H -23.08 10.81 8.78  0.46
H -18.47 10.18 8.19  -0.87
H -17.87 8.66 7.70  0.44
H -19.59 8.75 8.35  0.54
O -14.43 11.45 7.67  -0.43
S -15.00 12.79 7.58  1.11
O -14.14 13.83 7.12  -0.76
O -16.29 12.85 6.63  -0.73
C -17.26 11.90 6.75  1.81
C -18.64 12.64 6.91  -0.38
C -15.92 13.47 9.13  0.18
H -17.04 11.23 7.59  -1.04
H -17.30 11.21 5.90  0.15
H -18.52 13.23 7.82  -0.59
H -19.50 12.01 7.11  0.35
H -18.87 13.23 6.02  0.41
H -15.20 13.67 9.92  0.19
H -16.70 12.78 9.43  -1.20
H -16.36 14.45 8.93  0.58
O -14.83 5.82 10.62  -0.71
S -14.64 7.25 10.64  1.00
O -14.78 8.09 9.46  -0.36
O -15.59 7.95 11.85  -0.64
C -15.45 9.38 11.86  1.82
C -15.68 9.85 13.28  -1.78
C -12.95 7.57 11.44  -0.80
H -16.16 9.84 11.18  -0.05
H -14.46 9.77 11.59  -0.55
H -14.85 9.67 13.96  0.40
H -16.55 9.36 13.72  0.40
H -15.85 10.92 13.40  0.30
H -12.52 8.56 11.29  0.06
H -12.37 6.79 10.93  0.45
H -13.23 7.42 12.48  0.33
C -18.94 13.02 10.64  2.37
Br -18.89 13.43 12.53  -0.11
Br -18.79 14.70 9.58  -0.19
Br -20.57 11.93 10.22  0.01
H -18.11 12.43 10.25  -2.03

Results
Energy relative to the best compared isomer or geometry (same formula, charge and spin), kcal per mole: 546.16
LUMO level, eV: 2.0
Orbital gap, eV: 6.962
Net charge: -1



Entry 3:
# C10H23B4NO16S3

A cluster of 4 separate species, C10H23B4NO16S3 in total (the ωB97M-V functional and the def2-TZVPD basis, the OMol25 dataset).

Last column: Mulliken charge in e.
Atoms and positions in Å:
C 2.48 2.05 1.76  -0.70
C 1.80 2.87 0.86  -0.16
B 0.35 2.52 0.22  0.42
O 0.28 1.56 -0.84  -0.19
B -0.69 2.06 -1.77  0.35
O -2.02 2.32 -1.26  -0.44
B -1.98 2.97 0.01  0.27
B -3.42 3.49 0.67  0.97
O -3.38 4.74 1.39  -0.56
N -4.72 2.81 0.55  -0.11
C -4.69 1.41 1.07  -0.84
C -5.78 3.51 1.35  -0.98
O -0.78 3.20 0.76  -0.64
H 2.96 2.51 2.66  0.24
H 2.58 0.93 1.65  0.18
H 2.25 3.85 0.55  0.25
H -0.45 2.23 -2.92  -0.12
H -2.55 4.76 1.90  0.29
H -5.41 1.24 1.92  0.38
H -5.00 0.73 0.22  0.08
H -3.69 1.07 1.44  0.33
H -5.90 4.59 1.07  0.28
H -5.61 3.36 2.46  0.32
H -6.75 2.99 1.08  0.36
O 2.04 -3.09 4.18  -0.55
S 3.02 -2.92 3.15  1.03
O 4.42 -2.87 3.42  -0.56
O 2.61 -1.64 2.26  -0.22
C 2.44 -2.03 0.90  -0.25
C 2.00 -3.48 0.95  -0.23
O 2.76 -4.05 2.02  -0.37
H 3.40 -1.92 0.39  0.02
H 1.70 -1.39 0.41  0.31
H 2.19 -4.01 0.02  0.35
H 0.94 -3.57 1.20  0.32
O 3.38 -0.31 -1.17  -0.31
S 4.65 -0.86 -1.52  1.25
O 5.10 -2.13 -1.04  -0.61
O 5.78 0.25 -1.18  -0.33
C 6.52 0.56 -2.37  -0.33
C 5.54 0.33 -3.51  -0.32
O 4.80 -0.83 -3.13  -0.37
H 7.37 -0.12 -2.44  0.29
H 6.87 1.59 -2.34  0.32
H 6.04 0.16 -4.46  0.33
H 4.84 1.16 -3.61  0.27
O -1.26 -3.08 0.37  -0.41
S -2.62 -3.53 0.32  1.00
O -3.16 -4.45 1.26  -0.58
O -2.91 -4.08 -1.18  -0.33
C -3.99 -3.34 -1.76  -0.38
C -3.93 -1.97 -1.11  -0.24
O -3.58 -2.23 0.25  -0.25
H -4.92 -3.86 -1.52  0.30
H -3.87 -3.29 -2.84  0.33
H -4.88 -1.45 -1.16  0.36
H -3.15 -1.35 -1.55  0.19

Results
LUMO level, eV: 0.2
Orbital gap, eV: 8.995
SMILES: C=CB1OBOB(B(O)N(C)C)O1.O=S1(=O)OCCO1.O=S1(=O)OCCO1.O=S1(=O)OCCO1



Entry 4:
# C4H4Br4

A structure of composition C4H4Br4 (the ωB97M-V functional and the def2-TZVPD basis, the OMol25 dataset).

Last column: Mulliken charge in e.
Atoms and positions in Å:
C 1.15 0.58 1.90  -0.73
C 0.60 0.94 0.73  0.65
C -0.60 0.45 0.12  -0.69
C -0.77 -1.39 -1.97  -0.48
Br -1.69 -0.69 1.35  -0.15
Br 1.39 2.34 -0.30  -0.13
Br 0.21 -0.50 -3.31  -0.04
Br 0.16 -2.75 -1.13  0.00
H 0.73 -0.13 2.63  0.33
H 1.94 1.30 2.16  0.23
H -1.30 1.20 -0.48  0.45
H -1.81 -1.34 -1.69  0.55

Results
Energy relative to the best compared isomer or geometry (same formula, charge and spin), kcal per mole: 76.08
LUMO level (spin up / spin down), eV: -0.5 / -1.2
Orbital gap (spin up / spin down), eV: 8.320 / 7.015



Entry 5:
# C22H30Br4Cl2N2O2PbSeSi3

A structure of composition C22H30Br4Cl2N2O2PbSeSi3 (the ωB97M-V functional and the def2-TZVPD basis, the OMol25 dataset).

Last column: Mulliken charge in e.
Atoms and positions in Å:
Pb 0.59 0.07 0.22  0.99
Br 0.11 6.18 4.22  -0.23
C 0.65 4.48 3.57  0.22
C 1.66 3.77 4.19  0.18
Br 2.54 4.48 5.71  -0.23
C 2.03 2.51 3.69  0.07
Br 3.43 1.50 4.47  -0.19
C 1.41 1.94 2.58  0.29
O 1.72 0.77 2.11  -0.63
C 0.36 2.69 1.92  -0.45
O -0.21 2.16 0.88  -0.44
C 0.01 3.93 2.44  0.03
Br -1.37 4.85 1.52  -0.21
C -2.09 0.63 3.19  -0.72
Si -1.23 -1.04 3.26  0.23
C -2.49 -2.16 4.16  -1.24
C 0.18 -0.88 4.49  -0.65
C -0.73 -1.73 1.61  1.21
Si 0.57 -3.04 1.71  -0.08
C 0.78 -4.00 0.10  -1.03
C 0.22 -4.37 3.02  -1.04
C 2.30 -2.38 2.08  -0.86
Si -2.17 -2.24 0.61  -0.74
C -3.58 -0.99 0.58  -1.16
C -2.96 -3.91 1.08  -1.16
C -1.76 -2.44 -1.24  0.02
C -2.09 -3.53 -2.04  -0.29
C -1.73 -3.52 -3.38  -0.38
C -1.06 -2.42 -3.89  -0.90
C -0.77 -1.37 -3.03  -0.22
N -1.12 -1.37 -1.75  0.71
H -2.00 1.12 4.17  0.33
H -3.16 0.53 2.97  0.43
H -1.67 1.30 2.44  -0.10
H -2.69 -1.74 5.15  0.38
H -2.12 -3.18 4.29  0.29
H -3.45 -2.21 3.63  0.25
H -0.22 -0.46 5.42  0.38
H 0.95 -0.21 4.11  -0.19
H 0.65 -1.84 4.73  0.28
H -0.10 -4.59 -0.17  0.28
H 1.62 -4.69 0.20  0.41
H 1.00 -3.34 -0.74  0.17
H -0.75 -4.85 2.83  0.26
H 0.19 -3.96 4.03  0.28
H 1.00 -5.14 2.99  0.37
H 2.72 -1.86 1.21  0.15
H 2.96 -3.22 2.29  0.45
H 2.33 -1.67 2.91  0.22
H -4.08 -0.90 1.55  0.29
H -4.32 -1.30 -0.16  0.41
H -3.21 0.00 0.30  0.22
H -3.25 -3.92 2.13  0.28
H -2.27 -4.74 0.91  0.32
H -3.86 -4.09 0.47  0.39
H -2.60 -4.38 -1.62  0.34
H -1.96 -4.36 -4.02  0.39
H -0.74 -2.38 -4.92  0.39
H -0.24 -0.49 -3.38  0.22
Se 3.14 -1.04 -1.86  -0.35
C 2.27 0.32 -2.68  0.18
N 1.67 1.18 -3.20  -0.75
Cl -1.18 4.73 -2.81  -0.25
C -0.71 3.19 -2.05  0.83
Cl -1.92 1.92 -2.34  -0.17
H -0.64 3.33 -0.98  -0.56
H 0.22 2.85 -2.50  0.08

Results
Energy relative to the best compared isomer or geometry (same formula, charge and spin), kcal per mole: 5.09
LUMO level, eV: 4.0
Orbital gap, eV: 6.132
Net charge: -2



Entry 6:
# C13H34AlBr3O13S4

A structure of composition C13H34AlBr3O13S4 (the ωB97M-V functional and the def2-TZVPD basis, the OMol25 dataset).

Last column: Mulliken charge in e.
Atoms and positions in Å:
Al -1.56 -0.39 2.77  1.33
O 0.08 0.17 0.66  0.64
H 0.92 0.06 0.19  -0.42
O -0.65 -2.91 1.90  -0.51
S -0.36 -4.01 1.00  1.07
O -1.39 -4.51 0.12  -0.57
O 0.98 -3.70 0.16  -0.29
C 1.11 -2.45 -0.58  1.63
C 2.05 -2.79 -1.75  -1.38
C 0.36 -5.37 1.95  -1.10
H 1.52 -1.85 0.23  -0.51
H 0.22 -2.11 -1.12  -0.25
H 2.51 -1.91 -2.21  0.21
H 1.41 -3.13 -2.56  0.38
H 2.88 -3.45 -1.54  0.38
H -0.34 -5.61 2.75  0.43
H 1.18 -4.91 2.50  0.33
H 0.59 -6.19 1.28  0.37
O -2.73 4.21 1.10  -0.61
S -2.52 3.01 0.31  0.88
O -2.67 1.65 0.86  -0.44
O -3.46 3.04 -1.02  -0.25
C -4.38 4.14 -1.12  -0.40
C -3.71 5.25 -1.95  -1.00
C -0.91 3.01 -0.65  -0.72
H -4.67 4.52 -0.14  0.35
H -5.36 3.89 -1.53  0.40
H -4.31 6.12 -2.22  0.42
H -3.28 4.88 -2.88  0.25
H -2.93 5.70 -1.34  0.27
H -0.01 3.20 -0.08  0.48
H -0.94 3.64 -1.53  0.51
H -1.04 1.98 -1.01  -0.14
O 3.51 -1.13 1.64  -0.53
S 2.83 -0.25 2.53  1.08
O 1.42 -0.48 2.88  -0.65
O 3.60 -0.16 3.96  -0.22
C 3.67 -1.38 4.74  -0.16
C 4.79 -1.22 5.72  -1.25
C 2.95 1.52 2.08  -0.45
H 3.72 -2.26 4.09  0.37
H 2.70 -1.49 5.23  0.26
H 5.07 -2.19 6.15  0.39
H 4.60 -0.59 6.59  0.32
H 5.71 -0.89 5.24  0.35
H 2.46 2.26 2.71  0.36
H 2.38 1.50 1.15  -0.16
H 3.96 1.84 1.84  0.39
O -2.47 -1.21 0.15  -0.35
S -3.00 -1.07 -1.19  0.87
O -4.35 -0.64 -1.46  -0.62
O -1.94 -0.08 -1.99  0.05
C -2.40 0.44 -3.25  -0.49
C -1.54 1.65 -3.66  -0.56
C -2.71 -2.58 -2.12  -0.88
H -3.43 0.77 -3.18  0.42
H -2.22 -0.32 -4.01  0.40
H -1.85 2.55 -3.15  -0.16
H -1.59 1.81 -4.74  0.51
H -0.50 1.42 -3.42  -0.03
H -2.67 -2.37 -3.19  0.41
H -3.58 -3.21 -1.96  0.41
H -1.80 -2.98 -1.70  0.13
C 2.72 1.43 -1.96  0.99
Br 2.47 0.92 -3.83  -0.05
Br 2.29 3.30 -1.59  -0.03
Br 4.59 1.04 -1.45  -0.02
H 2.00 0.85 -1.39  -0.88

Results
LUMO level, eV: -12.6
Orbital gap, eV: 2.569
Net charge: +2



Entry 7:
# C4H11BiClNO3Tc

A structure of composition C4H11BiClNO3Tc (the ωB97M-V functional and the def2-TZVPD basis, the OMol25 dataset).

Last column: Mulliken charge in e.
Atoms and positions in Å:
Bi 0.44 -0.69 1.72  0.81
Cl -0.14 1.72 0.29  -0.42
C -1.73 -1.02 2.02  -1.13
H -1.92 -1.75 2.81  0.37
H -2.15 -1.36 1.07  0.37
H -2.14 -0.04 2.29  0.33
Tc 0.41 0.01 -1.30  0.33
C -1.20 0.55 -2.44  -1.03
C 2.09 1.07 -1.79  -0.98
C 0.92 -1.21 -2.64  -0.63
H 2.93 0.89 -1.10  0.36
H 2.45 0.81 -2.80  0.30
H 1.93 2.16 -1.76  0.31
H -2.16 0.13 -2.09  0.36
H -1.37 1.64 -2.46  0.31
H -1.07 0.21 -3.48  0.30
H 0.21 -1.83 -3.27  0.30
H 1.93 -1.52 -2.99  0.32
O 0.33 -1.20 4.28  -0.63
N 0.15 0.06 4.54  1.15
O -0.01 0.53 5.65  -0.53
O 0.11 0.85 3.46  -0.55

Results
LUMO level (spin up / spin down), eV: -1.3 / -2.1
Orbital gap (spin up / spin down), eV: 5.567 / 7.321
⟨S²⟩: 3.826
Spin multiplicity: 4



Entry 8:
# C3H7NOS

The molecule C3H7NOS (the ωB97M-V functional and the def2-TZVPD basis, the OMol25 dataset).

Last column: Mulliken charge in e.
Atoms and positions in Å:
C -2.08 0.62 -0.48  -0.69
C -1.18 -0.20 -1.00  -0.02
C -0.05 -0.71 -0.11  -0.69
N 2.36 0.09 0.15  -0.66
O 0.73 0.40 1.98  -0.60
S 0.79 0.70 0.58  0.53
H -2.89 1.19 -0.99  0.26
H -1.19 -0.39 -2.15  0.24
H -2.05 0.91 0.59  0.22
H -0.33 -1.19 0.76  0.39
H 0.59 -1.26 -0.70  0.40
H 2.25 -0.74 0.74  0.31
H 3.06 0.59 0.64  0.30

Results
Energy relative to the best compared isomer or geometry (same formula, charge and spin), kcal per mole: 67.40
LUMO level, eV: 0.9
Orbital gap, eV: 10.387



Entry 9:
# C24H15AsClF3N2O7RuS2

A structure of composition C24H15AsClF3N2O7RuS2 (the ωB97M-V functional and the def2-TZVPD basis, the OMol25 dataset).

Last column: Mulliken charge in e.
Atoms and positions in Å:
Ru 0.34 0.57 -0.65  0.93
Cl 0.66 2.76 6.50  -0.30
C 0.15 1.92 5.05  0.36
C -1.25 1.77 4.81  -0.55
C -1.69 1.09 3.73  -0.71
C -0.79 0.49 2.75  0.17
O -1.20 -0.20 1.82  -0.63
C 0.63 0.74 3.00  0.93
C 1.62 0.26 2.14  -0.19
N 1.48 -0.25 0.93  0.22
C 2.53 -1.00 0.42  0.05
C 3.59 -1.51 1.10  -0.62
C 4.64 -2.21 0.40  -0.78
C 4.55 -2.51 -0.91  -1.10
C 3.36 -2.15 -1.65  0.38
C 3.01 -2.78 -2.79  -0.64
C 1.67 -2.70 -3.31  -0.88
C 0.72 -1.98 -2.70  -0.38
N 1.07 -1.10 -1.67  0.61
C 2.46 -1.16 -1.04  0.91
C 1.05 1.42 4.17  -0.85
H -1.94 2.21 5.52  0.37
H -2.75 0.97 3.54  0.41
H 2.64 0.32 2.53  0.26
H 3.68 -1.39 2.17  0.46
H 5.50 -2.53 0.98  0.34
H 5.30 -3.10 -1.41  0.35
H 3.69 -3.49 -3.24  0.35
H 1.39 -3.34 -4.14  0.34
H -0.32 -2.01 -2.96  0.38
H 2.11 1.55 4.35  0.39
O 2.05 3.40 1.54  -0.63
As 0.66 3.71 0.45  1.09
O -0.16 4.98 1.03  -0.85
O -0.11 2.21 0.40  -0.51
C 1.72 4.00 -1.15  -0.20
C 3.01 4.51 -0.97  -0.57
C 3.80 4.80 -2.08  -0.57
C 3.30 4.60 -3.36  -0.42
C 2.03 4.09 -3.53  -0.44
C 1.24 3.79 -2.43  0.03
S -0.39 3.10 -2.70  1.37
O -1.24 3.82 -1.79  -0.72
O -0.66 3.25 -4.11  -0.83
O -0.24 1.65 -2.37  -0.59
H 1.69 3.33 2.43  0.28
H 3.39 4.66 0.03  0.46
H 4.80 5.19 -1.93  0.35
H 3.92 4.82 -4.22  0.35
H 1.63 3.89 -4.52  0.48
S 2.63 0.67 -3.26  -0.44
C 1.97 0.00 -1.87  0.17
F -1.74 -0.41 -2.44  -0.26
C -1.41 -0.30 -1.13  0.44
F -1.54 -1.58 -0.66  -0.30
F -2.40 0.42 -0.57  -0.25

Results
Energy relative to the best compared isomer or geometry (same formula, charge and spin), kcal per mole: 74.12
LUMO level, eV: 4.2
Orbital gap, eV: 6.240
Net charge: -2



no.,electronic energy (eV)
1,-25524.795
2,-296122.978
3,-80206.952
4,-284378.358
5,-429825.078
6,-300689.581
7,-32511.160
8,-17595.007
9,-148210.065